Formula: C7H10N
Source: OMol25
Level of theory: wB97M-V/def2-TZVPD

```
18
Properties=species:S:1:pos:R:3:forces:R:3
C -2.052 0.804 0.703 -2.91 -0.23 2.64
C -2.078 -0.451 0.648 -0.24 2.44 -0.82
C 0.124 -1.302 0.056 0.88 -0.33 0.48
C -1.239 -0.978 -0.472 -0.38 -2.26 -1.17
C -1.091 0.408 -0.942 -2.46 0.91 -2.86
C 0.694 0.086 0.409 1.51 -1.65 0.28
C 2.184 0.257 0.179 0.96 -3.38 -0.85
N -0.070 0.975 -0.434 3.61 2.63 -0.20
H -2.253 1.838 1.028 0.28 -0.90 -0.35
H -0.079 -1.927 0.885 0.22 -0.35 1.45
H 0.841 -1.928 -0.484 -0.51 0.51 -0.90
H -1.760 -1.763 -1.070 0.55 0.90 0.22
H -1.670 0.926 -1.748 0.21 -0.74 0.93
H 0.463 0.304 1.422 -0.17 0.36 0.97
H 2.684 -0.571 -0.485 -1.40 1.50 0.69
H 2.820 0.155 1.042 -0.21 0.53 0.68
H 2.293 1.163 -0.310 0.92 1.88 -0.78
H 0.189 2.003 -0.427 -0.84 -1.83 -0.39
```
Positions in Å, forces in eV/Å.

Calculated values
**Total charge**: +1
**Maximum force**: 4.475 eV/A
**DFT total energy**: -327.05033 a.u.
**Relative energy (zero: lowest compared OMol25 entry of this formula, charge and spin)**: 4.100 eV
**Gap between HOMO and LUMO**: 9.746 eV
**Highest occupied orbital energy**: -14.37 eV